An isolated molecule of C4H7NO2, computed with ωB97M-V/def2-TZVPD.

```
14
C4H7NO2 ωB97M-V/def2-TZVPD
C 0.619 0.186 -1.641
C 0.165 -0.134 -0.232
C -0.522 0.999 0.523
N -0.544 0.832 1.876
O -0.991 1.965 -0.051
C -0.167 -1.522 0.087
O 0.958 -0.913 0.695
H 0.483 -0.675 -2.304
H -0.002 0.996 -2.034
H 1.661 0.497 -1.673
H -0.801 1.633 2.433
H 0.061 0.135 2.284
H -1.073 -1.713 0.655
H 0.155 -2.287 -0.618
```

Output
E_HOMO in eV: -9.927
Spin multiplicity: 1
Orbital gap in Ha: 0.399
Max |F| in eV/A: 0.6
Structure (SMILES): C[C@@]1(C(N)=O)CO1
Energy above the lowest of the compared OMol25 structures with the same formula, charge and spin in kJ/mol: 130.1

Atomic partial charges in e from the Löwdin method, atoms 1 to 8: number 1, C, carries 0.0076; number 2, C, carries -0.3806; number 3, C, carries -0.4628; number 4, N, carries 0.1765; number 5, O, carries 0.0607; number 6, C, carries -0.0913; number 7, O, carries -0.0293; number 8, H, carries 0.0831